a.
# C2H5N3O2S

A molecular structure, C2H5N3O2S (wB97M-V/def2-TZVPD, OMol25).

Results
HOMO energy: -9.5 eV
LUMO energy: -0.1 eV

CARTESIAN COORDINATES (ANGSTROEM)
C 0.1651 0.2086 -0.5824
C 1.0918 -0.8391 1.5192
N -1.3710 0.1989 0.2231
N 1.1440 -0.1735 0.2057
N -2.2414 0.7595 -0.5517
O -3.2984 0.9597 -0.0508
O -1.9470 1.1137 -1.7021
S 0.0933 0.6002 -2.2079
H 2.0445 -1.0425 1.9469
H 0.5338 -0.1082 2.1167
H 0.2871 -1.7220 1.5307
H 2.1050 -0.0482 -0.1204
H 1.3931 0.0930 -2.3273

b.
# C2H5N3O2S

A molecular structure, C2H5N3O2S (wB97M-V/def2-TZVPD, OMol25).

Results
HOMO energy: -8.1 eV
LUMO energy: 0.0 eV

CARTESIAN COORDINATES (ANGSTROEM)
C 1.5378 1.3035 -0.2879
C -0.8010 -1.1744 0.2438
H 3.4814 1.1143 0.6690
H 2.7500 -0.3885 -0.2451
H -1.1048 -2.2294 0.8203
H -2.0129 0.4705 -0.0763
H -3.6160 -1.0090 -0.7121
N 2.6811 0.5771 -0.2585
N 0.4644 -0.7383 0.4722
N -1.8937 -0.5207 -0.2290
O 0.3980 0.6466 -0.4405
O -3.1663 -1.0672 0.1325
S 1.2820 3.0154 -0.0884

Relative stability in hartree, measured from the most stable structure: a 0.0043; b 0.0000

a.
# C5H10N3O2

A gas-phase ion, C5H10N3O2 (charge +1) (wB97M-V/def2-TZVPD, OMol25).

Results
HOMO energy (alpha / beta): -13.4 / -13.4 eV
Charge: +1
LUMO energy (alpha / beta): -5.5 / -5.5 eV

CARTESIAN COORDINATES (ANGSTROEM)
C 0.5970 -1.7852 1.1417
C -1.3908 -0.1114 0.0591
C 0.8938 0.4966 0.5466
C -0.8046 2.2938 0.4640
C 1.5556 -1.3167 -1.1408
N -0.5975 0.8422 0.3410
N -2.7299 -0.2604 -0.4274
N 1.2278 -0.9614 0.2462
O -3.5039 -0.6583 0.3766
O -2.8227 -0.1601 -1.6186
H 0.5500 -2.8908 0.7506
H 1.4691 1.1903 -0.2582
H 1.1683 0.8124 1.5421
H 0.1601 2.6461 1.0536
H -0.8992 2.9318 -0.4455
H -1.8340 2.4806 1.0066
H 0.6203 -1.4871 -1.7384
H 2.2358 -0.6398 -1.6193
H 1.9420 -2.3307 -1.0140
H 2.1628 -1.0917 0.7341

b.
# C5H10N3O2

2 unconnected molecules or ions with the total composition C5H10N3O2 (wB97M-V/def2-TZVPD, OMol25).

Results
HOMO energy: -13.3 eV
Charge: +1
LUMO energy: -3.7 eV

CARTESIAN COORDINATES (ANGSTROEM)
C 1.5939 0.0548 1.1298
C 0.8990 1.3733 3.0539
C 1.0661 0.6353 0.0708
C -1.1942 0.3611 0.7523
C 1.1174 0.0718 -1.3008
N 1.4371 0.5312 2.4141
N -1.2834 0.6731 1.9832
N -1.1206 -1.2012 0.4501
O 0.3647 2.0381 3.8382
O -1.5448 0.8585 -0.4333
H 2.1115 -0.9322 1.1355
H 0.9840 1.6817 0.3243
H 1.4280 -1.1358 -1.3019
H 1.8710 0.6601 -1.8654
H 0.1791 0.0976 -1.9010
H -1.2189 1.6528 2.1246
H -2.0811 -1.5798 -0.0151
H -1.2339 -1.5550 1.3822
H -0.2579 -1.2734 -0.1367
H -1.4466 1.8291 -0.3673

Relative stability in hartree, measured from the most stable structure: a 0.3083; b 0.0000

a.
# CH4OS2

2 unconnected molecules or ions with the total composition CH4OS2 (wB97M-V/def2-TZVPD, OMol25).

Results
SMILES: O=CS.S
HOMO energy: -9.7 eV
LUMO energy: 0.7 eV

CARTESIAN COORDINATES (ANGSTROEM)
O 0.2917 -1.4465 0.5979
C 0.9362 -1.1752 -0.3777
S 0.2697 -0.5478 -1.8985
H 2.0333 -1.2877 -0.4386
H -0.9999 -0.5476 -1.4645
S -0.7969 1.5453 1.6854
H -1.0684 2.8057 1.3111
H 0.5208 1.6929 1.4850

b.
# CH4OS2

3 unconnected molecules or ions with the total composition CH4OS2 (wB97M-V/def2-TZVPD, OMol25).

Results
HOMO energy: -9.2 eV
LUMO energy: -0.4 eV

CARTESIAN COORDINATES (ANGSTROEM)
C 0.1832 -0.6269 -0.0046
O 2.2192 0.8643 -0.6577
S 0.0213 -1.0596 -1.5421
S 1.2976 0.5134 0.6678
H -2.5166 0.0382 0.6625
H -0.2519 -1.1072 0.9848
H -2.6364 0.5527 1.3637
H 1.6834 0.8250 -1.4744

Relative stability in hartree, measured from the most stable structure: a 0.0000; b 0.0702